1.
# C50H41F3GeIrN2OP2S2

A structure of composition C50H41F3GeIrN2OP2S2 (ωB97M-V with the def2-TZVPD basis set, the Open Molecules 2025 dataset).

Its spin multiplicity is 1. The value obtained for the total energy is -6074.50903 hartree. As for the HOMO energy (spin up / spin down): -10.9 / -10.9 eV. As for the orbital gap (spin up / spin down): 6.83 / 7.31 eV. The energy above the lowest of the compared OMol25 structures with the same formula, charge and spin is 12.3 kcal/mol. The net charge is +1.

Each line ends with the Löwdin charge.
Element x y z (Å)
Ir -0.8599 2.1866 -1.8764  0.97
S 1.8369 1.4074 1.2532  0.56
P 1.5144 0.1718 -0.3212  0.61
C 0.1264 0.5866 -1.3462  -0.63
P -0.3372 -0.3373 -2.8265  0.46
S -0.4437 1.1598 -4.1280  0.34
C 0.7406 -1.6743 -3.3898  -0.36
C 0.7788 -2.9001 -2.7221  -0.09
C 1.6468 -3.8922 -3.1482  -0.06
C 2.4563 -3.6765 -4.2589  -0.06
C 2.3958 -2.4708 -4.9431  -0.07
C 1.5470 -1.4648 -4.5037  -0.10
C -1.9074 -1.1660 -2.4874  -0.34
C -2.7144 -0.8303 -1.4030  -0.11
C -3.9395 -1.4607 -1.2306  -0.06
C -4.3693 -2.4129 -2.1445  -0.06
C -3.5710 -2.7434 -3.2316  -0.06
C -2.3421 -2.1270 -3.4012  -0.07
C 1.4761 -1.5320 0.2283  -0.36
C 0.2413 -2.1565 0.3845  -0.11
C 0.1854 -3.4776 0.8080  -0.06
C 1.3602 -4.1673 1.0683  -0.06
C 2.5927 -3.5339 0.9432  -0.06
C 2.6553 -2.2127 0.5365  -0.09
C 2.9021 0.4499 -1.4344  -0.34
C 3.5719 -0.5944 -2.0676  -0.09
C 4.6261 -0.3104 -2.9239  -0.06
C 4.9963 1.0040 -3.1639  -0.05
C 4.3142 2.0468 -2.5485  -0.05
C 3.2704 1.7738 -1.6830  -0.09
H 0.1247 -3.0876 -1.8782  0.09
H 1.6804 -4.8389 -2.6250  0.11
H 3.1261 -4.4567 -4.5969  0.11
H 3.0124 -2.3090 -5.8174  0.11
H 1.5160 -0.5126 -5.0177  0.07
H -2.3932 -0.0688 -0.7019  0.06
H -4.5632 -1.2049 -0.3839  0.10
H -5.3286 -2.8958 -2.0122  0.11
H -3.9050 -3.4817 -3.9483  0.11
H -1.7229 -2.3928 -4.2497  0.12
H -0.6767 -1.6228 0.1653  0.09
H -0.7741 -3.9633 0.9279  0.12
H 1.3182 -5.2007 1.3881  0.12
H 3.5044 -4.0671 1.1769  0.12
H 3.6137 -1.7143 0.4597  0.12
H 3.2834 -1.6240 -1.9005  0.10
H 5.1522 -1.1226 -3.4076  0.11
H 5.8186 1.2192 -3.8336  0.11
H 4.5992 3.0726 -2.7387  0.11
H 2.7404 2.5884 -1.2048  0.09
N -6.4255 2.8504 -1.3808  0.18
C -6.2231 3.2995 -2.6524  -0.50
O -7.1069 3.4170 -3.4707  0.09
C -4.7998 3.6289 -3.0073  -0.10
C -4.5524 4.5649 -4.0020  0.03
C -3.2409 4.8682 -4.3213  -0.01
C -2.2242 4.2114 -3.6547  -0.12
N -2.4640 3.2898 -2.7124  -0.13
C -3.7301 3.0063 -2.3960  -0.06
H -7.3866 2.7321 -1.1024  0.12
H -5.7599 3.0594 -0.6564  0.10
H -5.3881 5.0353 -4.5032  0.13
H -2.9985 5.6000 -5.0781  0.12
H -1.1845 4.4145 -3.8781  0.12
H -3.8686 2.2456 -1.6400  0.11
F -1.3859 4.4858 -0.4087  0.01
C -1.3246 3.1343 -0.1438  -0.68
F -2.6067 2.8136 0.2987  -0.02
F -0.5731 3.0465 0.9751  -0.02
C -3.5101 -0.6912 3.2968  -0.07
C -2.6732 -0.9631 4.3715  -0.07
C -1.3230 -0.6486 4.2929  -0.12
C -0.7938 -0.0617 3.1394  -0.29
C -1.6423 0.2027 2.0693  -0.12
C -2.9931 -0.1064 2.1493  -0.07
Ge 1.0917 0.3775 3.1679  0.83
C 1.4856 1.8688 4.3425  -0.32
C 2.7596 2.4365 4.3980  -0.12
C 3.0220 3.4941 5.2563  -0.07
C 2.0121 3.9962 6.0671  -0.07
C 0.7403 3.4441 6.0134  -0.07
C 0.4769 2.3871 5.1521  -0.10
C 2.1680 -1.2010 3.5043  -0.30
C 3.5612 -1.1165 3.5485  -0.11
C 4.3265 -2.2352 3.8407  -0.07
C 3.7064 -3.4510 4.1051  -0.08
C 2.3234 -3.5459 4.0630  -0.09
C 1.5576 -2.4278 3.7540  -0.12
H -4.5646 -0.9274 3.3582  0.11
H -3.0713 -1.4110 5.2724  0.11
H -0.6852 -0.8561 5.1460  0.11
H -1.2557 0.6778 1.1766  0.05
H -3.6492 0.1287 1.3204  0.09
H 3.5569 2.0662 3.7637  0.08
H 4.0125 3.9283 5.2911  0.11
H 2.2164 4.8214 6.7364  0.11
H -0.0503 3.8392 6.6378  0.11
H -0.5244 1.9744 5.1088  0.10
H 4.0604 -0.1748 3.3526  0.09
H 5.4056 -2.1575 3.8748  0.11
H 4.3030 -4.3209 4.3479  0.11
H 1.8377 -4.4917 4.2680  0.11
H 0.4793 -2.5207 3.7079  0.09

2.
# C50H41N9O3S3Ti

A structure of composition C50H41N9O3S3Ti (ωB97M-V with the def2-TZVPD basis set, the Open Molecules 2025 dataset).

Its spin multiplicity is 3. The value obtained for the total energy is -4692.66994 hartree. As for the HOMO energy (spin up / spin down): -6.3 / -7.5 eV. As for the orbital gap (spin up / spin down): 5.99 / 6.92 eV. The energy above the lowest of the compared OMol25 structures with the same formula, charge and spin is 27.5 kcal/mol.

Each line ends with the Löwdin charge.
Element x y z (Å)
Ti -0.7704 0.2031 -1.3634  0.78
O -5.0492 4.3925 1.2760  -0.04
C -4.8127 4.5730 0.0650  -0.69
O -5.4774 5.0746 -0.8497  -0.01
C -3.4381 4.0138 -0.3630  -0.08
C -2.3754 4.0006 0.5269  0.05
C -1.2093 3.3307 0.1959  -0.21
N -1.0927 2.6435 -0.9490  0.11
C -2.0257 2.8559 -1.8904  -0.26
C -3.2179 3.5170 -1.6382  0.06
C -1.6334 2.4026 -3.2454  -0.26
C -2.1217 3.0028 -4.3976  0.01
C -1.6263 2.5867 -5.6199  -0.04
C -0.6578 1.5969 -5.6603  -0.04
C -0.2368 1.0429 -4.4662  -0.10
N -0.7139 1.4390 -3.2892  0.01
C 0.0001 3.5354 1.0397  -0.23
C -0.1177 3.8237 2.4009  -0.03
C 0.9892 4.2920 3.0869  -0.07
C 2.1905 4.4266 2.4092  -0.06
C 2.2288 4.0516 1.0738  -0.15
N 1.1684 3.6212 0.3961  0.13
H -2.4920 4.5116 1.4730  0.13
H -3.9980 3.6443 -2.3768  0.13
H -2.8630 3.7859 -4.3325  0.12
H -1.9867 3.0384 -6.5348  0.11
H -0.2394 1.2554 -6.5966  0.11
H 0.4992 0.2473 -4.4413  0.11
H -1.0734 3.7005 2.8939  0.12
H 0.9171 4.5482 4.1359  0.11
H 3.0789 4.8002 2.8994  0.11
H 3.1569 4.1137 0.5146  0.11
N -3.9305 -2.4856 -3.1652  0.07
C -2.8708 -1.7116 -2.8204  -0.84
S -3.2173 -0.1266 -2.2463  0.72
N -1.6965 -2.3068 -2.9689  -0.02
N -0.6282 -1.5823 -2.5204  -0.08
C 0.5509 -2.0365 -2.8391  -0.21
C 0.7784 -3.1526 -3.7887  -0.19
C 0.2821 -3.0775 -5.0874  -0.03
C 0.5167 -4.1059 -5.9860  -0.07
C 1.2343 -5.2277 -5.5922  -0.09
C 1.7159 -5.3180 -4.2946  -0.08
C 1.4896 -4.2842 -3.3975  -0.04
C 1.6768 -1.2728 -2.3102  -0.22
C 3.0112 -1.5504 -2.6236  -0.01
C 4.0060 -0.7481 -2.1073  -0.05
C 3.6563 0.3378 -1.3076  -0.04
C 2.3218 0.5781 -1.0671  -0.11
N 1.3486 -0.2129 -1.5448  0.01
H -4.8266 -2.0426 -3.2587  0.08
H -3.7460 -3.3277 -3.6847  0.10
H -0.2979 -2.2130 -5.3849  0.11
H 0.1327 -4.0355 -6.9955  0.10
H 1.4121 -6.0314 -6.2948  0.10
H 2.2650 -6.1955 -3.9784  0.10
H 1.8547 -4.3568 -2.3791  0.11
H 3.2525 -2.3801 -3.2718  0.11
H 5.0436 -0.9519 -2.3370  0.11
H 4.4054 1.0026 -0.9005  0.11
H 1.9839 1.4341 -0.4961  0.09
N -1.2968 -3.4959 -0.2454  0.12
C -1.9570 -2.5631 0.5034  -0.67
N -1.9728 -1.2879 0.2696  0.02
C -2.8099 -0.6378 1.1838  -0.34
C -3.1623 0.7071 1.1419  -0.04
C -3.9978 1.2323 2.1111  -0.03
C -4.4812 0.4153 3.1366  -0.07
C -4.1676 -0.9321 3.1833  -0.09
C -3.3455 -1.4478 2.1900  -0.48
S -2.8622 -3.0986 1.9112  1.09
H -1.3150 -3.3052 -1.2443  0.06
H -1.5302 -4.4523 -0.0329  0.09
H -2.8187 1.3207 0.3239  0.06
H -4.3060 2.2734 2.0506  0.09
H -5.1374 0.8357 3.8872  0.11
H -4.5738 -1.5703 3.9571  0.11
O 0.1501 0.3321 0.7586  -0.58
S 0.1421 0.4289 2.2562  1.02
C 0.2531 -1.2693 2.9088  -0.24
C 1.4377 -2.0615 2.4451  -0.26
C 1.6125 -2.3737 1.0973  -0.03
C 2.7341 -3.0769 0.6845  -0.06
C 3.6855 -3.4883 1.6083  -0.08
C 3.5076 -3.1980 2.9529  -0.08
C 2.3912 -2.4855 3.3668  -0.05
C 1.8278 0.9498 2.6479  -0.25
C 2.0986 0.9939 4.1251  -0.27
C 1.1754 1.5416 5.0140  -0.06
C 1.4423 1.5752 6.3757  -0.07
C 2.6399 1.0738 6.8636  -0.08
C 3.5673 0.5325 5.9841  -0.08
C 3.2941 0.4864 4.6254  -0.05
H -0.6904 -1.7187 2.6126  0.05
H 0.2343 -1.1650 3.9954  0.11
H 0.8677 -2.0667 0.3780  0.08
H 2.8627 -3.3033 -0.3661  0.09
H 4.5572 -4.0417 1.2831  0.10
H 4.2375 -3.5263 3.6820  0.10
H 2.2605 -2.2505 4.4166  0.11
H 1.9076 1.9341 2.1895  0.06
H 2.4972 0.2662 2.1222  0.10
H 0.2388 1.9388 4.6427  0.10
H 0.7123 1.9966 7.0546  0.11
H 2.8495 1.1043 7.9247  0.10
H 4.5044 0.1398 6.3573  0.11
H 4.0111 0.0472 3.9420  0.12

- Among the records above, which one has the lowest total energy?
  C50H41F3GeIrN2OP2S2